21
Properties=species:S:1:pos:R:3:forces:R:3:mulliken_charge:R:1 method="wB97M-V/def2-TZVPD" e_homo_ha=-0.3231 charge=0 e_above_lowest_kcal_mol=47.5
C 1.009 3.058 -0.132 0.8 2.4 1.3 -0.40
C 1.031 1.792 0.644 -0.5 -2.9 0.0 -1.00
S -0.789 3.546 -0.495 1.2 1.3 0.8 -0.28
H 1.745 3.676 0.559 -2.8 0.4 -0.8 0.24
H 1.600 3.327 -1.000 -0.1 -1.5 -0.8 0.39
H 1.247 0.899 0.000 -0.1 0.5 0.6 0.21
H -1.219 2.451 -1.113 0.5 -0.5 -0.1 0.13
H 0.029 1.563 1.119 1.1 0.5 -0.6 0.33
H 1.749 1.839 1.473 0.0 -0.2 -0.4 0.37
C -0.785 -2.581 -1.980 2.4 -3.0 1.0 -1.12
C -0.340 -1.821 1.562 -1.7 2.2 -1.4 -0.34
C -0.290 -2.339 -0.534 -1.9 0.4 -0.4 0.77
C 0.856 -2.693 0.051 2.5 -1.7 -3.4 -0.51
N -1.074 -1.730 0.465 0.3 -0.9 -0.5 -0.60
N 0.884 -2.248 1.294 -1.7 -0.4 -0.5 0.06
H -0.589 -1.265 2.417 -0.3 0.2 1.3 0.43
H 1.558 -2.414 1.920 2.9 -0.7 2.7 0.07
H 1.631 -3.303 -0.430 -0.1 0.6 0.6 0.35
H -1.574 -1.930 -2.120 -1.6 1.3 -0.8 0.34
H -1.126 -3.663 -2.099 -0.1 1.4 0.4 0.25
H 0.022 -2.570 -2.774 -0.8 0.8 1.0 0.30